--- A ---
Here is 19 unconnected molecules or ions with the total composition C76H114O38 from OMol25. Energies are from ωB97M-V with the def2-TZVPD basis set.

Geometry as XYZ:
```
228
Properties=species:S:1:pos:R:3
O -4.1830 -9.3956 -0.5044
C -4.0009 -8.4715 -1.3324
O -3.2735 -7.3624 -1.1301
C -3.3227 -6.4367 -2.2406
C -3.6200 -7.3818 -3.4089
C -4.4652 -8.4811 -2.8056
H -2.3752 -5.9215 -2.3985
H -4.0311 -5.6128 -2.1544
H -2.7385 -7.7883 -3.9049
H -4.2033 -6.8422 -4.1549
H -4.3879 -9.4732 -3.2505
H -5.4905 -8.1802 -2.5905
O -7.4012 -3.8268 -5.3134
C -6.1775 -3.6379 -5.2337
O -5.3673 -3.8465 -6.3289
C -4.0018 -3.5801 -6.0435
C -3.8803 -3.2744 -4.5451
C -5.3025 -3.4891 -3.9620
H -3.5262 -2.8049 -6.6443
H -3.4636 -4.5027 -6.2606
H -3.6306 -2.2136 -4.5244
H -3.1516 -3.9425 -4.0859
H -5.7834 -2.6681 -3.4302
H -5.2878 -4.4318 -3.4152
O 6.2236 -3.6509 -7.5109
C 5.7735 -2.8155 -6.6796
O 4.4855 -2.9615 -6.1559
C 4.1629 -1.9461 -5.2170
C 5.4488 -1.1351 -5.0237
C 6.3801 -1.5705 -6.2021
H 3.9289 -2.4199 -4.2637
H 3.2866 -1.4113 -5.5831
H 6.0221 -1.3437 -4.1205
H 5.1346 -0.0927 -5.0780
H 7.3445 -1.7768 -5.7380
H 6.4024 -0.8860 -7.0500
O 2.3624 0.8152 -5.5515
C 2.4063 1.6895 -4.7448
O 1.2673 2.4840 -4.3646
C 1.4375 3.0495 -3.1002
C 2.7063 2.4883 -2.6003
C 3.4872 2.0406 -3.8209
H 0.5860 2.6640 -2.5394
H 1.5666 4.1193 -3.2645
H 2.5784 1.6035 -1.9767
H 3.3398 3.1733 -2.0368
H 4.2321 1.2488 -3.7419
H 4.0266 2.9291 -4.1490
O 2.3010 -3.2960 4.2790
C 2.5042 -2.1994 4.7224
O 2.8877 -1.1411 4.0126
C 3.1631 0.0110 4.8276
C 3.3028 -0.5551 6.2409
C 2.2807 -1.6909 6.2072
H 2.4128 0.7964 4.9192
H 4.0740 0.5376 4.5429
H 3.0686 0.1742 7.0164
H 4.2686 -1.0111 6.4585
H 1.2706 -1.2850 6.1516
H 2.4440 -2.5362 6.8756
O 1.2369 4.0829 1.2695
C 2.3185 3.7658 1.6655
O 3.2441 3.2774 0.8698
C 4.5297 3.2205 1.4269
C 4.1312 3.0050 2.8637
C 2.8864 3.8973 3.0832
H 5.1641 4.0556 1.1300
H 5.0380 2.2739 1.2431
H 4.9235 3.1679 3.5944
H 3.7562 1.9861 2.9605
H 3.2081 4.9101 3.3260
H 2.2010 3.5283 3.8462
O -3.1163 6.9999 -5.7826
C -3.6663 5.9428 -5.3939
O -2.9578 4.7940 -5.3782
C -3.7252 3.6308 -4.9887
C -4.9332 4.2942 -4.3307
C -5.0027 5.7007 -4.9197
H -3.0792 3.1179 -4.2762
H -4.0559 3.0699 -5.8629
H -4.7606 4.3065 -3.2546
H -5.8400 3.7004 -4.4454
H -5.1420 6.3702 -4.0709
H -5.7776 5.9178 -5.6549
O 0.8345 0.2315 2.7507
C 0.5708 0.0722 1.5966
O 0.4752 -1.1432 1.1161
C 0.1685 -1.1309 -0.2666
C 0.0312 0.2984 -0.6842
C 0.0647 1.0698 0.5835
H -0.5455 -1.9350 -0.4445
H 1.0593 -1.5110 -0.7668
H -0.8551 0.4504 -1.3003
H 0.7960 0.5931 -1.4028
H -0.8743 1.5638 0.8331
H 0.7654 1.9006 0.5001
O -4.1354 6.4859 -1.6635
C -3.0649 5.9882 -1.2049
O -2.5352 6.4441 -0.0774
C -1.4305 5.7444 0.3511
C -1.4646 4.5274 -0.5203
C -2.1410 4.9534 -1.8162
H -1.5373 5.5334 1.4151
H -0.5045 6.2983 0.1966
H -2.0382 3.6984 -0.1058
H -0.4473 4.1974 -0.7309
H -2.6622 4.1204 -2.2880
H -1.3830 5.3775 -2.4747
O 4.7180 6.9847 1.1484
C 4.1494 7.1693 0.0582
O 3.4812 8.2217 -0.0574
C 2.9151 8.3843 -1.3540
C 3.0548 6.9814 -2.0304
C 4.2009 6.3376 -1.2335
H 3.3717 9.1918 -1.9262
H 1.8721 8.6885 -1.2661
H 3.4801 7.1467 -3.0203
H 2.1929 6.3173 -1.9658
H 5.1858 6.5248 -1.6613
H 4.1008 5.2941 -0.9350
O -1.0246 -5.1649 -4.9494
C 0.1760 -5.4489 -5.2188
O 0.7175 -5.3093 -6.4343
C 2.0825 -5.4253 -6.3417
C 2.3733 -5.6071 -4.8926
C 1.1566 -5.8292 -4.1341
H 2.4742 -4.4810 -6.7199
H 2.3826 -6.2857 -6.9399
H 2.8777 -4.7672 -4.4147
H 2.9695 -6.5118 -4.7734
H 1.0298 -5.0307 -3.4030
H 0.9698 -6.8395 -3.7701
O -1.8576 0.3003 -3.8303
C -1.2568 -0.3555 -4.6311
O -0.4376 -1.2717 -4.1654
C 0.2199 -1.9064 -5.2137
C -0.5808 -1.5563 -6.5012
C -1.1526 -0.2122 -6.1345
H 0.2934 -2.9885 -5.1060
H 1.2707 -1.6199 -5.2558
H -1.4602 -2.1625 -6.7187
H 0.1250 -1.6017 -7.3305
H -2.0820 0.1208 -6.5964
H -0.3978 0.5676 -6.2352
O -1.8851 -4.8354 1.8367
C -0.7767 -4.9312 1.3885
O -0.6368 -5.0613 0.1036
C 0.7468 -5.2952 -0.2942
C 1.5297 -5.2850 0.9713
C 0.5257 -5.0945 2.1385
H 1.0362 -4.5155 -0.9988
H 0.8796 -6.2024 -0.8838
H 2.2064 -4.4316 1.0153
H 2.0420 -6.2315 1.1441
H 0.6179 -4.2711 2.8467
H 0.3348 -6.0237 2.6756
O -4.0622 1.8733 5.5736
C -3.0263 2.2630 5.0465
O -1.9310 2.4872 5.6197
C -0.8272 2.8094 4.7834
C -1.4720 2.9865 3.4534
C -2.8582 2.3471 3.5085
H 0.0326 2.1394 4.7824
H -0.5342 3.8313 5.0242
H -0.8027 2.6768 2.6507
H -1.5736 4.0717 3.4522
H -3.0419 1.3113 3.2232
H -3.6968 2.9093 3.0977
O 2.6237 -2.7629 -2.1031
C 3.3456 -2.0780 -1.4104
O 4.0132 -1.0577 -1.9046
C 4.7198 -0.2990 -0.9446
C 4.2402 -0.8381 0.4109
C 3.5819 -2.1778 0.0680
H 4.6123 0.7609 -1.1753
H 5.7939 -0.4618 -1.0333
H 3.5253 -0.1366 0.8408
H 5.1156 -0.8404 1.0603
H 2.6859 -2.3655 0.6597
H 4.3066 -2.9507 0.3243
O -4.1973 -0.5873 8.8607
C -2.9801 -0.4356 8.7047
O -2.4802 -0.2313 7.5070
C -0.9783 -0.1794 7.6336
C -0.7299 0.0607 9.1065
C -1.8967 -0.6078 9.7454
H -0.5728 0.6588 7.0668
H -0.5776 -1.0974 7.2037
H -0.6710 1.1241 9.3381
H 0.2686 -0.3043 9.3472
H -2.1844 -0.2272 10.7254
H -1.7646 -1.6895 9.7681
O 1.4759 2.5312 6.6395
C 1.4484 3.1124 7.7313
O 0.5644 2.9398 8.6569
C 0.7466 3.7821 9.8051
C 2.1849 4.3744 9.6388
C 2.5582 4.0324 8.1822
H 0.4805 3.2767 10.7334
H 0.0544 4.6239 9.8199
H 2.8563 3.9714 10.3971
H 2.1849 5.4548 9.7837
H 3.5152 3.5106 8.1950
H 2.6921 4.9498 7.6091
O -4.2746 2.0630 0.5219
C -4.1393 0.9450 0.0789
O -3.9534 -0.1812 0.8771
C -3.6824 -1.3754 0.1763
C -4.1862 -0.9518 -1.1576
C -4.2370 0.5412 -1.3161
H -4.3893 -2.1324 0.5160
H -2.6484 -1.7127 0.2475
H -5.1134 -1.4282 -1.4761
H -3.4213 -1.3081 -1.8475
H -5.2118 0.7845 -1.7386
H -3.4675 0.9784 -1.9524
O -4.9389 -2.9359 5.6642
C -3.8904 -2.5911 5.1531
O -2.7405 -3.2303 5.4302
C -1.6584 -2.7326 4.5924
C -2.2080 -1.3970 4.0729
C -3.7229 -1.5371 4.1037
H -1.5079 -3.4568 3.7918
H -0.6901 -2.5997 5.0750
H -1.8643 -0.9860 3.1237
H -1.8876 -0.6421 4.7910
H -4.0337 -2.0508 3.1940
H -4.3431 -0.6599 4.2881
```

Summary:
HOMO = -9.01 eV
Net charge = 0
Frontier orbital gap = 0.31130 Eh

---

--- B ---
Here is 19 unconnected molecules or ions with the total composition C76H114O38 from OMol25. Energies are from ωB97M-V with the def2-TZVPD basis set.

Geometry as XYZ:
```
228
Properties=species:S:1:pos:R:3
O 7.2061 -2.8007 1.1948
C 6.5260 -2.0069 0.5630
O 6.4257 -1.9012 -0.7955
C 5.3950 -1.0439 -1.2658
C 4.9946 -0.2777 0.0121
C 5.4216 -1.2077 1.0558
H 4.6059 -1.5939 -1.7786
H 5.6946 -0.3492 -2.0504
H 3.9072 -0.2039 0.0299
H 5.4714 0.6905 0.1649
H 4.5663 -1.7948 1.3903
H 5.7664 -0.5867 1.8826
O -4.4346 -2.0722 -6.7896
C -4.3833 -0.8736 -7.1844
O -5.4396 -0.2603 -7.7458
C -5.3048 1.0280 -8.0286
C -3.8412 1.2925 -7.9785
C -3.2905 0.0837 -7.0888
H -5.8721 1.5387 -7.2505
H -5.7321 1.3952 -8.9618
H -3.6068 2.2158 -7.4487
H -3.3786 1.3748 -8.9620
H -3.2620 0.5184 -6.0896
H -2.2870 -0.2464 -7.3571
O -1.6925 -3.9731 6.2132
C -0.6793 -4.7405 6.2667
O 0.3051 -4.5311 7.1552
C 1.1697 -5.5746 7.0691
C 0.4749 -6.7316 6.3553
C -0.3971 -5.9415 5.3965
H 1.6128 -5.8543 8.0249
H 2.0113 -5.3239 6.4234
H 0.0261 -7.3178 7.1572
H 1.2588 -7.2938 5.8477
H -1.2385 -6.4042 4.8808
H 0.2518 -5.5172 4.6303
O -0.7690 -5.5354 1.9309
C -1.8266 -4.9800 1.9434
O -2.4152 -4.5210 0.8043
C -3.6009 -3.7670 1.0141
C -3.9587 -4.1887 2.4255
C -2.5989 -4.4271 3.0952
H -4.2603 -4.2979 0.3276
H -3.5171 -2.7082 0.7692
H -4.7716 -4.9031 2.5556
H -4.3317 -3.4053 3.0852
H -2.7736 -5.1529 3.8894
H -2.2258 -3.5460 3.6174
O -3.9607 0.4494 -3.9009
C -4.1436 1.5811 -3.7382
O -4.9968 2.3153 -4.4092
C -5.0383 3.6564 -4.0672
C -3.7904 3.8649 -3.1686
C -3.4861 2.4391 -2.6526
H -5.9774 3.5545 -3.5233
H -5.0803 4.1807 -5.0219
H -3.8056 4.6498 -2.4124
H -3.0102 4.0997 -3.8927
H -3.9446 2.2288 -1.6863
H -2.3982 2.3765 -2.6768
O 3.9339 5.1605 -4.4408
C 4.5290 4.0906 -4.3040
O 5.6893 3.8351 -4.9766
C 6.2463 2.6033 -4.6785
C 5.5171 2.3257 -3.4088
C 4.1576 2.8442 -3.5415
H 7.3050 2.8282 -4.5497
H 6.1018 1.8585 -5.4611
H 5.8629 2.7876 -2.4841
H 5.4850 1.2805 -3.1010
H 3.5936 2.8466 -2.6087
H 3.5683 2.3785 -4.3314
O 2.3388 -2.2963 3.7170
C 1.9899 -1.4958 4.5728
O 0.9606 -1.6908 5.4518
C 0.6986 -0.5067 6.0861
C 1.2145 0.5789 5.1258
C 2.5199 -0.0567 4.6339
H 1.1815 -0.7513 7.0322
H -0.3487 -0.3898 6.3643
H 1.3344 1.5272 5.6496
H 0.4702 0.7344 4.3448
H 3.3726 -0.0273 5.3122
H 2.9129 0.2614 3.6682
O 3.3007 0.0593 -2.8071
C 2.6961 -0.6774 -3.5973
O 1.3793 -0.8866 -3.5096
C 0.9780 -1.8000 -4.5408
C 2.2637 -2.5376 -4.9873
C 3.2431 -1.4478 -4.8069
H 0.4580 -1.1887 -5.2783
H 0.2765 -2.4926 -4.0758
H 2.1524 -2.9488 -5.9906
H 2.3275 -3.4379 -4.3761
H 3.3034 -0.7268 -5.6222
H 4.2569 -1.8332 -4.6981
O 5.1818 1.5680 4.2374
C 6.2854 0.9590 4.3293
O 6.3907 -0.1537 5.0181
C 7.7720 -0.5249 5.2246
C 8.5313 0.7863 4.9197
C 7.6651 1.3492 3.8072
H 8.2089 -1.2754 4.5659
H 8.0031 -0.9854 6.1852
H 9.5311 0.5279 4.5708
H 8.5426 1.5335 5.7132
H 7.9707 0.7155 2.9746
H 7.7948 2.4106 3.5958
O -6.2036 0.8957 0.5156
C -7.1469 0.8835 -0.2528
O -7.8020 -0.2001 -0.5865
C -8.6042 -0.0391 -1.6454
C -8.1622 1.3334 -2.2300
C -7.6252 2.1073 -1.0642
H -9.6755 0.0805 -1.4837
H -8.3296 -0.7623 -2.4133
H -9.0806 1.7714 -2.6209
H -7.3362 1.2855 -2.9397
H -8.3637 2.7442 -0.5771
H -6.8044 2.7206 -1.4358
O 1.5137 6.4555 -1.5430
C 0.8869 5.5931 -0.9011
O 0.3744 5.9191 0.2637
C -0.1663 4.7310 0.9793
C -0.2587 3.6086 -0.0491
C 0.8144 4.0705 -0.9722
H -1.1263 5.1407 1.2935
H 0.6142 4.5431 1.7167
H -1.2795 3.5936 -0.4308
H 0.0007 2.5877 0.2315
H 0.8846 3.7661 -2.0164
H 1.7371 3.6771 -0.5456
O 0.2281 3.6881 5.6548
C 0.5896 4.4806 6.5763
O 0.1789 4.3619 7.8411
C 0.3552 5.4951 8.6148
C 0.9471 6.5118 7.6566
C 1.5291 5.6790 6.5588
H 1.1249 5.2185 9.3353
H -0.4979 5.9964 9.0719
H 1.7819 7.1727 7.8899
H 0.2422 7.2253 7.2297
H 2.5477 5.3178 6.7008
H 1.2956 6.2953 5.6907
O -4.0200 3.7872 4.8150
C -3.5359 2.6856 4.5786
O -3.5420 2.2459 3.3456
C -3.0116 0.9061 3.3090
C -2.9606 0.4223 4.6960
C -2.9470 1.6985 5.5647
H -2.0202 1.0708 2.8869
H -3.5570 0.2863 2.5973
H -2.1363 -0.2635 4.8915
H -3.8347 -0.2078 4.8604
H -1.9854 1.8950 6.0388
H -3.5265 1.5246 6.4714
O 0.1722 -5.6077 -5.1496
C -0.6563 -5.0548 -4.3811
O -1.3397 -3.9425 -4.6608
C -2.1860 -3.4946 -3.5917
C -2.1417 -4.6829 -2.5465
C -0.9841 -5.5208 -2.9653
H -3.2031 -3.2737 -3.9153
H -1.9070 -2.4977 -3.2505
H -3.0940 -5.2126 -2.5705
H -2.1047 -4.3583 -1.5066
H -1.0912 -6.6023 -2.8814
H -0.0884 -5.1547 -2.4634
O -0.8413 3.3359 -8.1733
C -0.4741 3.9005 -7.1348
O -1.0614 5.0274 -6.7325
C -0.5372 5.5432 -5.5389
C 0.6213 4.6812 -5.2904
C 0.4121 3.4011 -5.9921
H -1.3852 5.3333 -4.8869
H -0.3055 6.6076 -5.5015
H 0.8178 4.6043 -4.2210
H 1.4892 5.2167 -5.6753
H -0.0728 2.5970 -5.4384
H 1.4192 3.0433 -6.2058
O 2.2062 2.2642 2.4528
C 3.0004 3.1529 2.5355
O 3.8129 3.4489 1.6365
C 4.6178 4.6071 1.9050
C 4.5123 4.7735 3.3561
C 3.2870 4.1019 3.7431
H 4.1664 5.4604 1.3990
H 5.6595 4.5876 1.5847
H 4.4450 5.8100 3.6866
H 5.4156 4.3286 3.7736
H 2.4436 4.7863 3.8350
H 3.4381 3.3951 4.5590
O -5.9602 -6.8644 -3.2015
C -6.0914 -5.6834 -3.0251
O -5.5159 -5.0917 -1.9462
C -5.9343 -3.7562 -1.7931
C -7.2099 -3.6667 -2.6413
C -6.9288 -4.7368 -3.7468
H -5.2351 -3.1156 -2.3305
H -5.9403 -3.4700 -0.7414
H -7.3224 -2.6632 -3.0518
H -8.0860 -3.9852 -2.0764
H -6.5072 -4.4457 -4.7089
H -7.8804 -5.2125 -3.9837
O 4.0155 -4.6217 -2.7746
C 3.4343 -4.9408 -1.7342
O 2.1495 -4.8276 -1.4594
C 1.8123 -5.0683 -0.0815
C 3.0566 -5.7809 0.4443
C 4.2010 -5.4902 -0.5583
H 1.0055 -5.8010 -0.1011
H 1.5722 -4.1208 0.4009
H 2.8683 -6.8534 0.4933
H 3.4323 -5.3561 1.3751
H 4.6018 -6.4733 -0.8053
H 4.9097 -4.8005 -0.0998
O -1.5876 -0.1144 -1.5411
C -0.9620 -0.3583 -0.5147
O -1.4910 -0.3647 0.7297
C -0.5038 -0.4870 1.6787
C 0.7454 -0.9660 0.9941
C 0.6326 -0.5850 -0.4824
H -0.7890 -1.1838 2.4669
H -0.3219 0.4886 2.1297
H 0.8617 -2.0445 1.1007
H 1.6638 -0.5287 1.3858
H 0.9294 -1.3928 -1.1513
H 1.0887 0.3591 -0.7804
```

Summary:
HOMO = -9.56 eV
Net charge = 0
Frontier orbital gap = 0.35257 Eh

---

Which is most stable, and by how much? A, by 256.0 kJ/mol.

---

--- A ---
Here is 2 unconnected molecules or ions with the total composition C5H9NO3 from OMol25. Energies are from ωB97M-V with the def2-TZVPD basis set.

Geometry as XYZ:
```
18
Properties=species:S:1:pos:R:3
C -1.3886 -0.3766 0.5956
C 3.4636 1.2735 -0.3069
C -2.4293 0.3885 -0.2449
C -1.0429 -1.6771 -0.1149
C -0.1847 0.4518 0.7868
O 2.0928 1.1170 -0.1012
O -1.9907 -2.6033 0.1138
N 0.3157 1.2464 1.4927
O -0.0769 -1.8838 -0.7958
H -1.7670 -3.4116 -0.3746
H -1.8398 -0.6241 1.5609
H 1.3466 0.2762 -0.2020
H 3.7491 2.2017 0.1962
H 3.7156 1.4165 -1.3664
H 4.0980 0.4800 0.1078
H -2.0071 0.6653 -1.2096
H -3.3090 -0.2292 -0.4155
H -2.7454 1.2886 0.2779
```

Summary:
HOMO = -9.48 eV
Net charge = 0
Frontier orbital gap = 0.35714 Eh
SMILES = C[C@H](C#N)C(=O)O.CO

---

--- B ---
Here is C5H9NO3 in the gas phase from OMol25. Energies are from ωB97M-V with the def2-TZVPD basis set.

Geometry as XYZ:
```
18
Properties=species:S:1:pos:R:3
C 0.9461 -0.8567 -0.6072
C -0.0541 0.1670 1.5569
C -0.0398 1.6835 1.4039
C 0.1809 0.3275 -1.1658
C 1.1499 -0.6873 0.8702
N -1.4037 -1.3074 -1.9338
O -1.0914 0.0539 -1.6231
O 0.6701 1.3709 -1.5033
O 2.0263 -1.1799 1.5036
H -1.1952 -1.4516 -2.9167
H -2.4197 -1.3362 -1.8902
H 1.9328 -0.9046 -1.0759
H 0.3999 -1.7875 -0.7883
H 0.1208 -0.0737 2.6229
H -1.0417 -0.2448 1.3825
H 0.9743 2.0761 1.3426
H -0.6419 2.0092 0.5508
H -0.5136 2.1415 2.2708
```

Summary:
HOMO = -9.70 eV
Net charge = 0
Frontier orbital gap = 0.37952 Eh
SMILES = CCC(=O)CC(=O)ON

---

Which is most stable, and by how much? B, by 22.0 kJ/mol.